ORCA calculation (ωB97M-V/def2-TZVPD) on a 2-piece molecular cluster, C5H6ClNOS overall.

Calculated values
**HOMO**: -8.654 eV
**ΔE to the lowest compared entry with this formula, charge and spin**: 1.772 eV
**Kohn-Sham gap**: 0.3099 hartree
**LUMO level**: -0.22 eV

Geometry as XYZ:
```
15
Properties=species:S:1:pos:R:3:forces:R:3:mulliken_charge:R:1
C 0.203 2.242 -2.315 -2.9406 -2.4222 -3.3429 -1.042
C -0.700 1.383 -1.585 -0.6875 -0.6230 1.9333 0.666
C -1.356 0.818 -0.723 -0.9174 0.2898 -1.0541 -0.363
S -2.702 0.128 0.071 1.5322 -0.5693 0.4181 0.043
Cl -4.324 1.104 -0.559 -0.4879 0.5744 -0.4395 -0.208
H -0.126 3.218 -2.180 0.2315 1.9914 0.4129 0.303
H 0.006 1.973 -3.429 0.7304 0.6342 1.5791 0.268
H 1.148 1.931 -2.058 2.5282 0.0662 0.5209 0.318
C -1.256 -2.890 1.676 3.6983 2.5784 3.8985 -0.699
N -0.349 -2.736 0.610 -1.3505 -0.5650 0.1494 -0.211
C 0.508 -2.074 0.153 2.4481 0.3712 -1.8023 0.549
O 1.426 -1.633 -0.454 -0.9065 0.1716 0.7684 -0.497
H -0.763 -3.551 2.471 -1.1873 0.6504 -1.1187 0.283
H -1.457 -1.872 2.182 0.7200 -1.2578 -0.4760 0.245
H -2.195 -3.108 1.421 -3.4110 -1.8903 -1.4471 0.345
```
Positions in Å, forces in eV/Å.